{"formula": "C29H31Br2MoN5O2PSe", "method": "ωB97M-V with the def2-TZVPD basis set", "species": ["Mo", "N", "C", "C", "C", "C", "C", "C", "P", "C", "C", "C", "C", "C", "C", "C", "C", "C", "C", "C", "C", "H", "H", "H", "H", "H", "H", "H", "H", "H", "H", "H", "H", "H", "H", "H", "H", "Br", "C", "Br", "H", "H", "Se", "C", "N", "C", "C", "N", "O", "H", "H", "H", "H", "H", "O", "N", "C", "C", "C", "C", "C", "H", "H", "H", "H", "H", "C", "C", "N", "H", "H", "H"], "coordinates": [[-0.254, 0.126, 0.407], [-1.719, 1.712, -0.275], [-2.260, 1.566, -1.621], [-3.431, 2.219, -1.982], [-3.921, 2.105, -3.274], [-3.236, 1.350, -4.212], [-2.072, 0.694, -3.856], [-1.576, 0.791, -2.557], [-0.118, -0.156, -2.012], [-0.192, -1.581, -3.146], [-1.304, -2.420, -3.048], [-1.450, -3.476, -3.927], [-0.493, -3.699, -4.907], [0.616, -2.875, -4.995], [0.776, -1.816, -4.118], [1.311, 0.860, -2.482], [2.586, 0.339, -2.254], [3.699, 1.145, -2.404], [3.545, 2.475, -2.772], [2.281, 2.989, -3.018], [1.160, 2.192, -2.857], [-2.512, 1.853, 0.363], [-1.179, 2.588, -0.249], [-3.968, 2.814, -1.258], [-4.830, 2.616, -3.552], [-3.617, 1.258, -5.217], [-1.540, 0.096, -4.582], [-2.056, -2.249, -2.285], [-2.310, -4.124, -3.855], [-0.608, -4.524, -5.593], [1.359, -3.053, -5.757], [1.645, -1.179, -4.196], [2.707, -0.701, -1.975], [4.684, 0.743, -2.225], [4.411, 3.107, -2.888], [2.162, 4.014, -3.332], [0.175, 2.600, -3.036], [1.802, -1.660, 0.783], [1.229, -3.529, 0.907], [0.526, -4.138, -0.774], [0.442, -3.530, 1.661], [2.101, -4.116, 1.185], [-2.101, -1.594, 0.517], [-3.027, -0.733, 1.782], [-3.579, -0.123, 2.590], [2.581, 1.543, 2.386], [2.370, 2.008, 0.976], [3.327, 2.735, 0.418], [1.333, 1.756, 0.338], [3.548, 1.843, 2.776], [2.510, 0.458, 2.417], [1.793, 1.945, 3.023], [4.178, 2.967, 0.901], [3.226, 3.035, -0.546], [-0.168, -1.778, 2.770], [-0.089, -1.679, 4.049], [-1.209, -1.650, 4.789], [-1.144, -1.570, 6.161], [0.088, -1.514, 6.796], [1.234, -1.531, 6.015], [1.118, -1.617, 4.646], [-2.132, -1.703, 4.228], [-2.061, -1.575, 6.725], [0.156, -1.463, 7.869], [2.211, -1.495, 6.468], [1.973, -1.653, 3.986], [-2.030, 1.841, 4.222], [-1.262, 1.333, 3.138], [-0.680, 0.897, 2.234], [-3.061, 1.966, 3.879], [-1.642, 2.797, 4.578], [-2.030, 1.131, 5.050]], "mulliken_spin": [1.0797, -0.0041, -0.0178, -0.0007, 0.0006, 0.0001, -0.0001, 0.0205, -0.0645, 0.0160, 0.0017, -0.0001, -0.0002, 0.0003, -0.0012, 0.0022, -0.0065, -0.0036, 0.0013, 0.0014, 0.0089, -0.0010, 0.0032, 0.0009, 0.0000, 0.0001, 0.0000, 0.0015, 0.0000, 0.0000, 0.0000, 0.0006, 0.0048, 0.0000, 0.0000, 0.0001, 0.0003, 0.0084, 0.0011, 0.0012, 0.0006, -0.0004, -0.0815, 0.0076, -0.0164, 0.0103, -0.0083, -0.0004, 0.0005, 0.0001, -0.0063, -0.0004, 0.0000, 0.0002, -0.0131, 0.0010, 0.0031, -0.0014, 0.0023, -0.0013, 0.0031, -0.0001, 0.0000, 0.0001, 0.0000, -0.0009, 0.0016, 0.0882, -0.0509, 0.0046, 0.0005, 0.0025], "s_squared": 0.771, "homo_energy_ha": [-0.499, -0.493], "orbital_gap_ev": [6.4, 6.8], "charge": 2, "spin_multiplicity": 2}



{"formula": "C29H31BrF24N2O6S2", "method": "ωB97M-V with the def2-TZVPD basis set", "species": ["C", "C", "O", "C", "C", "C", "C", "C", "C", "C", "C", "S", "O", "O", "C", "C", "Br", "C", "N", "S", "N", "C", "H", "H", "H", "H", "H", "H", "H", "H", "H", "H", "H", "H", "H", "H", "H", "H", "H", "H", "H", "C", "C", "C", "F", "F", "F", "F", "O", "C", "C", "F", "F", "F", "F", "H", "H", "H", "H", "C", "C", "C", "F", "F", "F", "F", "O", "C", "C", "F", "F", "F", "F", "H", "H", "H", "H", "C", "C", "C", "F", "F", "F", "F", "O", "C", "C", "F", "F", "F", "F", "H", "H", "H", "H"], "coordinates": [[4.705, -3.089, 0.137], [5.480, -2.983, -1.201], [6.230, -1.791, -1.350], [5.547, -0.761, -2.048], [5.036, 0.299, -1.053], [4.492, 1.527, -1.836], [2.950, 1.661, -1.828], [2.163, 0.353, -2.108], [0.903, 0.307, -1.250], [-0.341, 0.118, -1.722], [-0.582, -0.066, -3.220], [-0.591, -1.852, -3.493], [-0.222, -2.188, -4.832], [-1.829, -2.387, -3.011], [-1.532, 0.031, -0.906], [-1.457, 0.135, 0.407], [-3.034, -0.033, 1.446], [-0.190, 0.347, 0.991], [0.084, 0.455, 2.264], [1.670, 0.644, 2.455], [2.084, 0.605, 0.895], [1.010, 0.433, 0.174], [4.616, -2.131, 0.658], [5.211, -3.790, 0.807], [3.690, -3.461, -0.050], [4.781, -3.148, -2.034], [6.191, -3.818, -1.241], [4.730, -1.130, -2.684], [6.255, -0.248, -2.715], [4.202, -0.133, -0.490], [5.811, 0.598, -0.346], [4.877, 2.410, -1.310], [4.882, 1.568, -2.861], [2.658, 2.150, -0.898], [2.662, 2.371, -2.617], [1.930, 0.328, -3.172], [2.714, -0.563, -1.861], [0.183, 0.423, -3.817], [-1.567, 0.345, -3.460], [0.372, -2.285, -2.620], [-2.483, -0.124, -1.405], [-3.405, -5.093, -4.152], [-3.171, -6.481, -3.526], [-2.020, -7.333, -4.069], [-2.118, -7.583, -5.387], [-2.013, -8.532, -3.437], [-4.332, -7.175, -3.552], [-2.888, -6.260, -2.208], [-4.380, -4.957, -5.190], [-4.084, -5.268, -6.504], [-4.836, -6.506, -7.012], [-4.673, -7.569, -6.205], [-4.375, -6.848, -8.238], [-2.751, -5.365, -6.678], [-4.490, -4.218, -7.252], [-3.810, -4.483, -3.346], [-2.466, -4.610, -4.424], [-1.062, -6.842, -3.878], [-5.905, -6.292, -7.081], [-6.949, 3.147, 1.240], [-5.444, 3.265, 0.927], [-4.481, 3.493, 2.098], [-4.757, 4.604, 2.804], [-3.221, 3.628, 1.618], [-5.271, 4.204, -0.030], [-5.079, 2.076, 0.369], [-7.786, 4.297, 1.118], [-7.877, 5.235, 2.132], [-7.262, 6.590, 1.753], [-6.000, 6.467, 1.303], [-7.234, 7.396, 2.839], [-7.372, 4.739, 3.280], [-9.193, 5.439, 2.354], [-7.338, 2.474, 0.475], [-7.121, 2.632, 2.186], [-4.498, 2.635, 2.776], [-7.858, 7.065, 0.971], [5.687, 3.765, 6.052], [5.499, 2.651, 5.003], [4.126, 2.512, 4.338], [3.126, 2.304, 5.211], [4.143, 1.446, 3.495], [5.892, 1.475, 5.539], [6.377, 2.926, 3.996], [5.543, 3.455, 7.438], [4.297, 3.403, 8.040], [3.896, 1.983, 8.468], [3.996, 1.102, 7.457], [2.611, 1.982, 8.889], [3.370, 3.989, 7.256], [4.377, 4.152, 9.160], [6.735, 4.050, 5.968], [5.125, 4.661, 5.788], [3.892, 3.404, 3.750], [4.539, 1.642, 9.282]], "mulliken_charge": [-0.8021, -0.2760, -0.4192, -0.6840, 0.1977, -0.9736, -1.0519, -0.0489, 0.1741, 0.1520, -1.3835, 1.0509, -0.6493, -0.5217, -0.5586, -0.6889, -0.1742, 0.8832, -0.7205, 0.1467, -0.2448, 0.5127, 0.1560, 0.3360, 0.2368, 0.2429, 0.3670, 0.3325, 0.2962, -0.3803, 0.5267, 0.3096, 0.4789, 0.3688, 0.4686, 0.4185, 0.0652, 0.5947, 0.6138, 0.1026, 0.5124, -0.6571, 0.9004, 0.1090, -0.2181, -0.2770, -0.2935, -0.3132, -0.4062, 0.8011, 0.1822, -0.2125, -0.2582, -0.2829, -0.2960, 0.3727, 0.3521, 0.2703, 0.2229, -0.8317, 0.9127, 0.1087, -0.2285, -0.2577, -0.2795, -0.2305, -0.3997, 0.7894, 0.2035, -0.2064, -0.2550, -0.2877, -0.2963, 0.4330, 0.3337, 0.2769, 0.2302, -0.7763, 0.9012, 0.1295, -0.2297, -0.2218, -0.2608, -0.3227, -0.3966, 0.7811, 0.1995, -0.2001, -0.2535, -0.2821, -0.2939, 0.4051, 0.3507, 0.2614, 0.2309], "homo_energy_ha": -0.344, "orbital_gap_ev": 8.4, "charge": 0}



{"formula": "C29H31ClN8O3RuS", "method": "ωB97M-V with the def2-TZVPD basis set", "species": ["Ru", "O", "C", "O", "C", "C", "C", "C", "C", "C", "S", "H", "H", "H", "H", "N", "C", "N", "C", "N", "C", "C", "N", "C", "C", "N", "H", "H", "H", "H", "H", "C", "C", "C", "C", "C", "O", "C", "C", "C", "C", "C", "C", "Cl", "C", "C", "C", "N", "C", "N", "C", "N", "H", "H", "H", "H", "H", "H", "H", "H", "H", "H", "H", "H", "H", "H", "H", "H", "H", "H", "H", "H", "H", "H"], "coordinates": [[-1.633, 2.753, 0.109], [2.481, 2.411, 0.459], [1.397, 2.631, 0.962], [0.311, 2.736, 0.291], [1.306, 2.776, 2.477], [2.533, 2.823, 3.135], [2.616, 2.891, 4.514], [1.451, 2.909, 5.273], [0.228, 2.869, 4.644], [0.126, 2.808, 3.244], [-1.514, 2.747, 2.672], [3.433, 2.799, 2.536], [3.580, 2.925, 4.997], [1.499, 2.949, 6.350], [-0.691, 2.879, 5.209], [-5.803, 3.343, -0.256], [-4.837, 2.425, -0.250], [-3.661, 3.025, -0.143], [-3.985, 4.391, -0.097], [-5.299, 4.580, -0.158], [-2.941, 5.332, -0.045], [-3.077, 6.731, 0.020], [-2.051, 7.517, -0.007], [-0.803, 6.998, -0.093], [-0.628, 5.637, -0.139], [-1.657, 4.791, -0.105], [-6.802, 3.211, -0.315], [-5.011, 1.370, -0.333], [-4.066, 7.160, 0.091], [0.024, 7.684, -0.127], [0.358, 5.199, -0.215], [-1.332, -2.000, -3.220], [-0.105, -2.868, -2.890], [-0.081, -4.025, -3.900], [1.157, -2.023, -3.104], [-0.233, -3.434, -1.424], [-1.592, -3.708, -1.128], [0.530, -4.762, -1.155], [2.065, -4.811, -1.198], [2.749, -4.039, -0.107], [2.502, -4.335, 1.234], [3.127, -3.637, 2.246], [4.027, -2.626, 1.927], [4.818, -1.759, 3.184], [4.305, -2.329, 0.599], [3.670, -3.038, -0.402], [0.180, -2.413, -0.332], [-0.727, -1.310, -0.178], [-0.542, -0.028, -0.497], [-1.602, 0.674, -0.105], [-2.415, -0.255, 0.462], [-1.900, -1.451, 0.427], [-1.307, -1.716, -4.268], [-1.360, -1.088, -2.633], [-2.254, -2.545, -3.038], [-0.130, -3.628, -4.912], [-0.936, -4.685, -3.767], [0.833, -4.608, -3.822], [1.240, -1.769, -4.158], [2.055, -2.562, -2.823], [1.127, -1.089, -2.551], [-1.888, -4.477, -1.628], [0.159, -5.505, -1.864], [0.206, -5.091, -0.164], [2.434, -4.491, -2.172], [2.340, -5.865, -1.083], [1.824, -5.136, 1.489], [2.932, -3.880, 3.278], [5.017, -1.557, 0.357], [3.912, -2.814, -1.430], [1.180, -2.028, -0.512], [0.159, -2.943, 0.622], [0.338, 0.377, -0.965], [-3.361, -0.022, 0.907]], "mulliken_spin": [1.1996, -0.0014, -0.0193, 0.0735, 0.0124, -0.0022, 0.0062, -0.0015, -0.0045, 0.0179, -0.2493, -0.0003, 0.0004, -0.0001, 0.0064, 0.0088, 0.0017, -0.0378, -0.0080, -0.0058, 0.0131, 0.0033, -0.0033, -0.0007, -0.0003, -0.0075, -0.0006, -0.0010, 0.0001, 0.0000, 0.0000, 0.0004, -0.0001, 0.0001, 0.0000, -0.0003, 0.0000, -0.0003, 0.0000, 0.0000, 0.0001, 0.0000, 0.0000, 0.0000, -0.0001, 0.0000, 0.0013, 0.0029, 0.0143, -0.0219, 0.0087, -0.0001, 0.0000, 0.0002, 0.0000, 0.0000, 0.0000, 0.0000, 0.0000, 0.0000, -0.0002, 0.0000, 0.0000, 0.0000, 0.0000, 0.0000, 0.0000, 0.0000, 0.0000, 0.0000, -0.0005, -0.0003, -0.0049, 0.0006], "s_squared": 0.856, "homo_energy_ha": [-0.382, -0.383], "orbital_gap_ev": [5.6, 6.1], "charge": 1, "spin_multiplicity": 2}



Number 1: calculated total energy -258683.1274 eV. Number 2: calculated total energy -202771.7169 eV. Number 3: calculated total energy -74573.8429 eV.